[1]
DFT (the ωB97M-V functional and the def2-TZVPD basis) results for a 15-piece molecular cluster, C4H38NO16 overall in a non-equilibrium geometry.

Properties
max |F|	3.38	eV/A
spin multiplicity	2
HOMO (alpha / beta)	-0.595 / -0.587	hartree
<S²>	0.756
DFT total energy	-1433.06664	a.u.
relative energy (zero: lowest compared OMol25 entry of this formula, charge and spin)	485.8	kJ/mol
total charge	+2
gap between HOMO and LUMO (alpha / beta)	10.231 / 3.777	eV
lowest unoccupied orbital energy (alpha / beta)	-5.972 / -12.203	eV

Each line ends with the Mulliken spin population.
CARTESIAN COORDINATES (ANGSTROEM)
O (0.56, -1.47, 4.18)  0.09
C (1.16, -1.36, 3.17)  0.03
C (0.83, -0.04, 2.30)  0.03
C (-0.63, -0.29, 1.83)  0.08
C (-1.18, 0.57, 0.74)  0.05
O (-0.18, 1.09, -0.12)  0.41
N (1.97, 0.07, 1.29)  0.01
H (1.87, -2.06, 2.67)  0.01
H (0.82, 0.93, 2.90)  0.01
H (-1.16, -0.34, 2.81)  0.00
H (-0.65, -1.36, 1.42)  0.05
H (-1.47, 1.58, 1.32)  0.16
H (-2.06, 0.11, 0.25)  0.01
H (-0.43, 1.32, -1.09)  -0.03
H (2.34, -0.88, 1.03)  0.00
H (1.48, 0.57, 0.50)  -0.01
H (2.75, 0.66, 1.68)  0.00
H (4.92, -0.45, 0.55)  0.00
H (5.17, 0.40, -0.61)  0.00
O (4.42, 0.16, -0.04)  0.00
H (-0.90, -3.83, 0.70)  0.00
H (-0.08, -5.02, 1.28)  0.00
O (-0.03, -4.28, 0.67)  0.00
H (3.79, 2.46, 2.85)  0.00
H (2.43, 2.74, 3.55)  0.00
O (2.89, 2.13, 2.99)  0.00
H (-4.30, 0.90, -2.73)  0.00
H (-4.36, 2.20, -2.15)  0.00
O (-3.82, 1.36, -2.03)  0.00
H (-3.59, -1.02, -1.21)  0.00
H (-4.82, -1.77, -1.73)  0.00
O (-4.54, -1.08, -1.15)  0.00
H (-0.43, 3.93, 0.55)  0.00
H (-0.21, 2.64, 1.16)  0.01
O (-0.33, 3.54, 1.47)  0.07
H (3.26, 2.66, -1.34)  0.00
H (3.06, 4.10, -1.46)  0.00
O (2.76, 3.28, -1.88)  0.00
H (-0.94, -2.58, -1.27)  0.00
H (-2.27, -3.53, -1.35)  0.00
O (-1.82, -2.88, -0.80)  0.00
H (-1.55, -0.72, -2.13)  0.00
H (-0.25, -1.25, -2.81)  0.00
O (-1.22, -1.17, -2.90)  0.00
H (-2.25, 1.65, -2.34)  0.00
H (-0.95, 0.84, -2.91)  0.00
O (-1.25, 1.60, -2.37)  0.00
H (2.22, 1.04, -3.96)  0.00
H (1.39, 2.10, -3.28)  0.00
O (1.47, 1.13, -3.36)  0.00
H (2.06, -2.18, -0.52)  0.00
H (1.31, -2.72, 0.71)  0.00
O (2.18, -2.43, 0.40)  0.01
H (2.46, -1.56, -2.26)  0.00
H (1.49, -0.22, -2.40)  0.00
O (1.62, -1.13, -2.07)  0.00
H (-4.09, 0.37, 1.73)  0.00
H (-4.56, 0.30, 0.23)  0.00
O (-4.73, 0.71, 1.09)  0.03

=====

[2]
DFT (the ωB97M-V functional and the def2-TZVPD basis) results for a 16-piece molecular cluster, C4H38O17 overall in a non-equilibrium geometry.

Properties
max |F|	3.03	eV/A
HOMO	-0.150	hartree
DFT total energy	-1454.30580	a.u.
relative energy (zero: lowest compared OMol25 entry of this formula, charge and spin)	0.0	kJ/mol
total charge	-2
gap between HOMO and LUMO	8.815	eV
lowest unoccupied orbital energy	4.746	eV

Each line ends with the natural charge from an NBO analysis.
CARTESIAN COORDINATES (ANGSTROEM)
C (-0.21, 2.68, -1.67)  -0.03
O (-0.66, 2.29, -2.93)  -0.79
C (-0.37, 1.45, -0.63)  -0.44
C (-0.41, 0.09, -1.24)  -0.43
C (-0.92, -0.98, -0.17)  -0.05
O (-2.02, -0.45, 0.53)  -0.83
H (0.88, 2.95, -1.72)  0.15
H (-0.78, 3.47, -1.21)  0.14
H (-1.25, 1.68, -0.04)  0.19
H (0.37, 1.52, 0.16)  0.19
H (-1.18, -0.01, -2.00)  0.19
H (0.57, -0.17, -1.66)  0.22
H (-0.11, -1.24, 0.51)  0.15
H (-1.26, -1.94, -0.60)  0.15
H (2.80, 0.36, 2.04)  0.49
H (2.64, -0.63, 3.28)  0.50
O (3.25, -0.16, 2.71)  -0.99
H (2.33, -3.94, -0.92)  0.50
H (3.20, -3.29, -2.12)  0.49
O (2.91, -4.10, -1.67)  -1.00
H (-2.67, -2.80, 2.99)  0.50
H (-1.29, -3.47, 2.54)  0.47
O (-2.00, -3.49, 3.19)  -1.01
H (-3.67, 1.63, 0.51)  0.47
H (-3.09, 1.54, 1.98)  0.51
O (-3.90, 1.75, 1.43)  -1.02
H (-2.71, -2.50, -1.94)  0.47
H (-1.68, -1.63, -2.75)  0.48
O (-2.50, -2.12, -2.79)  -0.95
H (0.23, 0.62, 2.66)  0.52
H (0.17, -0.13, 3.95)  0.46
O (0.82, 0.25, 3.35)  -1.01
H (2.64, -3.90, 1.28)  0.47
H (1.52, -2.99, 0.98)  0.49
O (1.68, -3.95, 1.13)  -0.96
H (3.09, -1.51, 0.43)  0.48
H (2.61, -1.03, -1.12)  0.52
O (2.67, -1.75, -0.40)  -1.05
H (1.06, 4.07, 1.18)  0.47
H (1.02, 3.83, 2.58)  0.48
O (1.69, 3.92, 1.89)  -0.96
H (-3.55, -1.31, 1.29)  0.53
H (-3.62, -0.85, 2.89)  0.49
O (-3.65, -1.55, 2.23)  -1.00
H (2.15, 2.16, -3.57)  0.44
H (0.12, 1.87, -3.44)  0.52
O (1.68, 1.32, -3.59)  -1.23
H (-1.83, 0.52, 3.25)  0.43
H (-1.74, 0.28, 1.17)  0.52
O (-1.49, 1.13, 2.58)  -1.26
H (-1.67, 4.23, 1.26)  0.46
H (-1.25, 2.87, 1.81)  0.52
O (-1.19, 3.83, 1.99)  -0.98
H (3.71, 0.35, -1.94)  0.46
H (2.47, 0.19, -2.98)  0.53
O (3.24, -0.32, -2.45)  -1.02
H (0.08, -0.83, -4.29)  0.46
H (0.78, 0.49, -4.83)  0.52
O (0.30, -0.33, -5.07)  -1.00

=====

[3]
DFT (the ωB97M-V functional and the def2-TZVPD basis) results for a 16-piece molecular cluster, C4H39NO15 overall in a non-equilibrium geometry.

Properties
max |F|	3.88	eV/A
HOMO	-0.326	hartree
DFT total energy	-1359.18198	a.u.
relative energy (zero: lowest compared OMol25 entry of this formula, charge and spin)	118.8	kJ/mol
total charge	0
gap between HOMO and LUMO	8.756	eV
lowest unoccupied orbital energy	-0.104	eV

Each line ends with the natural charge from an NBO analysis.
CARTESIAN COORDINATES (ANGSTROEM)
C (1.20, 1.47, 2.24)  -0.54
C (0.57, 0.41, 1.68)  0.00
N (1.01, -0.14, 0.47)  -0.70
C (-0.01, -0.95, -0.27)  -0.24
C (0.57, -1.44, -1.58)  -0.64
H (0.94, 1.79, 3.18)  0.20
H (1.95, 2.03, 1.82)  0.18
H (-0.21, -0.10, 2.20)  0.24
H (1.61, 0.46, -0.14)  0.40
H (-0.27, -1.80, 0.38)  0.22
H (-0.94, -0.37, -0.42)  0.19
H (0.80, -0.62, -2.28)  0.21
H (1.56, -1.98, -1.48)  0.19
H (-0.15, -2.16, -2.06)  0.24
H (1.30, 2.27, -2.40)  0.51
H (1.60, 2.43, -3.90)  0.50
O (1.28, 1.81, -3.22)  -0.98
H (2.35, 2.41, -0.45)  0.52
H (1.22, 3.48, -0.12)  0.53
O (1.45, 2.74, -0.73)  -1.05
H (-3.42, 0.03, -0.45)  0.52
H (-2.48, 1.03, 0.06)  0.48
O (-3.15, 0.50, 0.36)  -0.99
H (2.65, -2.03, 2.84)  0.49
H (1.97, -1.67, 1.36)  0.51
O (2.20, -2.41, 2.02)  -1.00
H (3.83, 1.07, -0.85)  0.51
H (3.67, 0.81, 0.71)  0.50
O (3.71, 1.51, -0.01)  -0.98
H (-0.27, -4.24, 0.83)  0.51
H (0.47, -3.96, -0.45)  0.47
O (-0.36, -4.39, -0.17)  -0.99
H (3.25, -0.58, -2.73)  0.48
H (2.64, 0.73, -2.77)  0.49
O (3.34, 0.30, -2.37)  -0.97
H (0.65, -3.16, 2.34)  0.49
H (-0.82, -2.81, 2.36)  0.50
O (-0.19, -3.55, 2.37)  -0.97
H (-0.29, 1.16, -3.24)  0.50
H (-1.32, 1.07, -2.08)  0.47
O (-1.24, 0.88, -3.02)  -0.99
H (-1.70, 1.50, 1.93)  0.47
H (-3.10, 1.40, 2.33)  0.48
O (-2.21, 1.41, 2.70)  -0.95
H (-1.44, 3.02, -0.48)  0.50
H (-0.14, 2.10, -0.35)  0.52
O (-1.10, 2.17, -0.11)  -1.03
H (0.82, 4.57, 1.90)  0.49
H (-0.25, 3.46, 1.56)  0.51
O (0.30, 4.19, 1.21)  -0.97
H (-1.86, -3.63, -0.57)  0.51
H (-2.73, -2.75, 0.33)  0.49
O (-2.65, -3.05, -0.56)  -1.01
H (-2.58, -1.16, 2.86)  0.49
H (-2.47, -0.66, 1.33)  0.51
O (-2.21, -1.39, 1.99)  -1.05
H (-3.18, -1.77, -1.61)  0.52
H (-2.77, -0.57, -2.55)  0.50
O (-3.42, -0.87, -1.91)  -1.00

=====

[4]
DFT (the ωB97M-V functional and the def2-TZVPD basis) results for a 16-piece molecular cluster, C4H39NO16 overall in a non-equilibrium geometry.

Properties
max |F|	7.81	eV/A
HOMO	-0.358	hartree
DFT total energy	-1434.29405	a.u.
relative energy (zero: lowest compared OMol25 entry of this formula, charge and spin)	539.3	kJ/mol
total charge	0
gap between HOMO and LUMO	9.991	eV
lowest unoccupied orbital energy	0.252	eV

Each line ends with the natural charge from an NBO analysis.
CARTESIAN COORDINATES (ANGSTROEM)
O (2.33, -0.52, -0.62)  -0.53
C (1.38, -1.15, -0.21)  0.45
C (0.03, -0.57, -0.37)  -0.54
C (-1.02, -1.46, -1.03)  -0.42
C (-2.27, -0.84, -1.57)  -0.25
N (-3.41, -1.30, -0.72)  -0.87
H (1.58, -2.10, 0.16)  0.14
H (-0.40, -0.22, 0.66)  0.26
H (0.04, 0.50, -0.92)  0.21
H (-1.15, -2.24, -0.17)  0.20
H (-0.52, -2.17, -1.84)  0.23
H (-2.20, 0.28, -1.55)  0.20
H (-2.65, -1.16, -2.54)  0.21
H (-3.88, -0.56, -0.22)  0.35
H (-4.18, -1.75, -1.36)  0.37
H (0.59, -2.06, 1.98)  0.49
H (0.19, -1.31, 3.26)  0.49
O (0.91, -1.43, 2.60)  -0.98
H (2.92, -2.61, -3.32)  0.48
H (1.53, -2.94, -2.45)  0.50
O (2.18, -2.28, -2.68)  -1.00
H (1.69, 3.25, 1.23)  0.52
H (1.29, 4.12, 2.46)  0.47
O (0.99, 3.68, 1.78)  -0.99
H (1.95, -0.01, 2.56)  0.50
H (1.47, 1.43, 2.70)  0.46
O (2.26, 0.95, 2.57)  -0.98
H (-2.89, 1.20, 2.09)  0.52
H (-3.18, 0.04, 1.45)  0.46
O (-2.82, 0.23, 2.24)  -0.96
H (-0.82, 2.19, 1.07)  0.49
H (-1.96, 2.67, 0.20)  0.51
O (-1.81, 2.24, 1.04)  -1.00
H (-1.57, -1.30, 4.33)  0.47
H (-2.50, -1.04, 3.29)  0.51
O (-1.92, -1.78, 3.53)  -0.99
H (0.53, 4.67, 0.16)  0.51
H (1.12, 4.53, -1.34)  0.51
O (0.41, 4.95, -0.78)  -0.98
H (-0.58, -3.66, 1.30)  0.52
H (0.78, -4.11, 1.98)  0.50
O (0.41, -3.70, 1.20)  -1.01
H (0.39, 0.93, -3.40)  0.46
H (1.04, -0.38, -3.98)  0.50
O (0.73, 0.55, -4.15)  -0.96
H (-2.25, 4.34, -1.88)  0.48
H (-0.99, 4.03, -0.92)  0.51
O (-1.91, 3.69, -1.31)  -1.03
H (-2.51, -2.88, 0.80)  0.49
H (-2.46, -3.02, 2.24)  0.49
O (-2.34, -3.51, 1.49)  -0.95
H (2.01, 1.82, -3.17)  0.50
H (2.04, 0.85, -1.82)  0.51
O (2.35, 1.70, -2.27)  -1.03
H (3.57, 3.51, 0.07)  0.46
H (2.89, 2.89, -1.00)  0.52
O (2.77, 3.59, -0.28)  -0.98
H (0.89, -3.85, -0.49)  0.49
H (0.91, -4.98, -1.52)  0.48
O (0.77, -4.08, -1.35)  -0.96

=====

[5]
DFT (the ωB97M-V functional and the def2-TZVPD basis) results for C4H3AgLiO as an isolated structure in a non-equilibrium geometry.

Properties
max |F|	6.34	eV/A
spin multiplicity	2
HOMO (alpha / beta)	-0.700 / -0.698	hartree
<S²>	0.762
DFT total energy	-383.01074	a.u.
total charge	+2
gap between HOMO and LUMO (alpha / beta)	10.307 / 6.474	eV
lowest unoccupied orbital energy (alpha / beta)	-8.742 / -12.518	eV

Each line ends with the Mulliken spin population.
CARTESIAN COORDINATES (ANGSTROEM)
C (0.16, -1.16, 0.07)  0.14
C (1.08, -1.95, 0.21)  0.06
H (1.83, -2.70, 0.43)  0.00
Li (-1.08, 0.85, 2.17)  0.00
O (0.80, 1.68, -0.75)  0.33
C (-0.38, 1.38, -0.53)  0.11
C (-1.05, 0.28, -0.15)  0.15
Ag (2.34, 0.40, -0.57)  0.08
H (-1.70, 1.49, -0.77)  0.11
H (-2.00, -0.26, -0.11)  0.00

=====

[6]
DFT (the ωB97M-V functional and the def2-TZVPD basis) results for C4H3BaO2 as an isolated structure in a non-equilibrium geometry.

Properties
max |F|	6.17	eV/A
HOMO	-0.413	hartree
DFT total energy	-329.86972	a.u.
relative energy (zero: lowest compared OMol25 entry of this formula, charge and spin)	0.0	kJ/mol
total charge	+1
gap between HOMO and LUMO	6.693	eV
lowest unoccupied orbital energy	-4.541	eV

Each line ends with the Löwdin charge.
CARTESIAN COORDINATES (ANGSTROEM)
O (-1.66, -0.27, -0.08)  -0.20
C (-1.34, 0.59, 0.69)  -0.18
C (-0.79, 1.47, 1.49)  -0.05
C (0.57, 1.91, 1.12)  -0.10
C (1.53, 1.06, 0.67)  -0.29
H (-1.34, 1.83, 2.36)  0.14
H (2.18, 1.25, -0.30)  0.17
H (0.83, 2.95, 1.32)  0.11
Ba (0.01, -1.96, -0.68)  2.02
O (1.28, -0.07, 0.01)  -0.62

=====

What did the third record say?
DFT (the ωB97M-V functional and the def2-TZVPD basis) results for a 16-piece molecular cluster, C4H39NO15 overall in a non-equilibrium geometry.

Properties
max |F|	3.88	eV/A
HOMO	-0.326	hartree
DFT total energy	-1359.18198	a.u.
relative energy (zero: lowest compared OMol25 entry of this formula, charge and spin)	118.8	kJ/mol
total charge	0
gap between HOMO and LUMO	8.756	eV
lowest unoccupied orbital energy	-0.104	eV

Each line ends with the natural charge from an NBO analysis.
CARTESIAN COORDINATES (ANGSTROEM)
C (1.20, 1.47, 2.24)  -0.54
C (0.57, 0.41, 1.68)  0.00
N (1.01, -0.14, 0.47)  -0.70
C (-0.01, -0.95, -0.27)  -0.24
C (0.57, -1.44, -1.58)  -0.64
H (0.94, 1.79, 3.18)  0.20
H (1.95, 2.03, 1.82)  0.18
H (-0.21, -0.10, 2.20)  0.24
H (1.61, 0.46, -0.14)  0.40
H (-0.27, -1.80, 0.38)  0.22
H (-0.94, -0.37, -0.42)  0.19
H (0.80, -0.62, -2.28)  0.21
H (1.56, -1.98, -1.48)  0.19
H (-0.15, -2.16, -2.06)  0.24
H (1.30, 2.27, -2.40)  0.51
H (1.60, 2.43, -3.90)  0.50
O (1.28, 1.81, -3.22)  -0.98
H (2.35, 2.41, -0.45)  0.52
H (1.22, 3.48, -0.12)  0.53
O (1.45, 2.74, -0.73)  -1.05
H (-3.42, 0.03, -0.45)  0.52
H (-2.48, 1.03, 0.06)  0.48
O (-3.15, 0.50, 0.36)  -0.99
H (2.65, -2.03, 2.84)  0.49
H (1.97, -1.67, 1.36)  0.51
O (2.20, -2.41, 2.02)  -1.00
H (3.83, 1.07, -0.85)  0.51
H (3.67, 0.81, 0.71)  0.50
O (3.71, 1.51, -0.01)  -0.98
H (-0.27, -4.24, 0.83)  0.51
H (0.47, -3.96, -0.45)  0.47
O (-0.36, -4.39, -0.17)  -0.99
H (3.25, -0.58, -2.73)  0.48
H (2.64, 0.73, -2.77)  0.49
O (3.34, 0.30, -2.37)  -0.97
H (0.65, -3.16, 2.34)  0.49
H (-0.82, -2.81, 2.36)  0.50
O (-0.19, -3.55, 2.37)  -0.97
H (-0.29, 1.16, -3.24)  0.50
H (-1.32, 1.07, -2.08)  0.47
O (-1.24, 0.88, -3.02)  -0.99
H (-1.70, 1.50, 1.93)  0.47
H (-3.10, 1.40, 2.33)  0.48
O (-2.21, 1.41, 2.70)  -0.95
H (-1.44, 3.02, -0.48)  0.50
H (-0.14, 2.10, -0.35)  0.52
O (-1.10, 2.17, -0.11)  -1.03
H (0.82, 4.57, 1.90)  0.49
H (-0.25, 3.46, 1.56)  0.51
O (0.30, 4.19, 1.21)  -0.97
H (-1.86, -3.63, -0.57)  0.51
H (-2.73, -2.75, 0.33)  0.49
O (-2.65, -3.05, -0.56)  -1.01
H (-2.58, -1.16, 2.86)  0.49
H (-2.47, -0.66, 1.33)  0.51
O (-2.21, -1.39, 1.99)  -1.05
H (-3.18, -1.77, -1.61)  0.52
H (-2.77, -0.57, -2.55)  0.50
O (-3.42, -0.87, -1.91)  -1.00

=====

What did the second record say?
DFT (the ωB97M-V functional and the def2-TZVPD basis) results for a 16-piece molecular cluster, C4H38O17 overall in a non-equilibrium geometry.

Properties
max |F|	3.03	eV/A
HOMO	-0.150	hartree
DFT total energy	-1454.30580	a.u.
relative energy (zero: lowest compared OMol25 entry of this formula, charge and spin)	0.0	kJ/mol
total charge	-2
gap between HOMO and LUMO	8.815	eV
lowest unoccupied orbital energy	4.746	eV

Each line ends with the natural charge from an NBO analysis.
CARTESIAN COORDINATES (ANGSTROEM)
C (-0.21, 2.68, -1.67)  -0.03
O (-0.66, 2.29, -2.93)  -0.79
C (-0.37, 1.45, -0.63)  -0.44
C (-0.41, 0.09, -1.24)  -0.43
C (-0.92, -0.98, -0.17)  -0.05
O (-2.02, -0.45, 0.53)  -0.83
H (0.88, 2.95, -1.72)  0.15
H (-0.78, 3.47, -1.21)  0.14
H (-1.25, 1.68, -0.04)  0.19
H (0.37, 1.52, 0.16)  0.19
H (-1.18, -0.01, -2.00)  0.19
H (0.57, -0.17, -1.66)  0.22
H (-0.11, -1.24, 0.51)  0.15
H (-1.26, -1.94, -0.60)  0.15
H (2.80, 0.36, 2.04)  0.49
H (2.64, -0.63, 3.28)  0.50
O (3.25, -0.16, 2.71)  -0.99
H (2.33, -3.94, -0.92)  0.50
H (3.20, -3.29, -2.12)  0.49
O (2.91, -4.10, -1.67)  -1.00
H (-2.67, -2.80, 2.99)  0.50
H (-1.29, -3.47, 2.54)  0.47
O (-2.00, -3.49, 3.19)  -1.01
H (-3.67, 1.63, 0.51)  0.47
H (-3.09, 1.54, 1.98)  0.51
O (-3.90, 1.75, 1.43)  -1.02
H (-2.71, -2.50, -1.94)  0.47
H (-1.68, -1.63, -2.75)  0.48
O (-2.50, -2.12, -2.79)  -0.95
H (0.23, 0.62, 2.66)  0.52
H (0.17, -0.13, 3.95)  0.46
O (0.82, 0.25, 3.35)  -1.01
H (2.64, -3.90, 1.28)  0.47
H (1.52, -2.99, 0.98)  0.49
O (1.68, -3.95, 1.13)  -0.96
H (3.09, -1.51, 0.43)  0.48
H (2.61, -1.03, -1.12)  0.52
O (2.67, -1.75, -0.40)  -1.05
H (1.06, 4.07, 1.18)  0.47
H (1.02, 3.83, 2.58)  0.48
O (1.69, 3.92, 1.89)  -0.96
H (-3.55, -1.31, 1.29)  0.53
H (-3.62, -0.85, 2.89)  0.49
O (-3.65, -1.55, 2.23)  -1.00
H (2.15, 2.16, -3.57)  0.44
H (0.12, 1.87, -3.44)  0.52
O (1.68, 1.32, -3.59)  -1.23
H (-1.83, 0.52, 3.25)  0.43
H (-1.74, 0.28, 1.17)  0.52
O (-1.49, 1.13, 2.58)  -1.26
H (-1.67, 4.23, 1.26)  0.46
H (-1.25, 2.87, 1.81)  0.52
O (-1.19, 3.83, 1.99)  -0.98
H (3.71, 0.35, -1.94)  0.46
H (2.47, 0.19, -2.98)  0.53
O (3.24, -0.32, -2.45)  -1.02
H (0.08, -0.83, -4.29)  0.46
H (0.78, 0.49, -4.83)  0.52
O (0.30, -0.33, -5.07)  -1.00

=====

The highest max |F| belongs to which entry? C4H39NO16

=====

What is the DFT total energy in the first record? -1433.06664 a.u.